ORCA calculation (ωB97M-V/def2-TZVPD) on the molecule C6H12O.

The geometry in XYZ format:
```
19
Properties=species:S:1:pos:R:3:forces:R:3
C 1.0015 -0.3515 -2.0728 -0.0135 -0.0046 -0.0686
C 0.5366 -0.3288 -0.6122 -0.1074 -0.0064 0.0159
C 1.5910 0.3227 0.3029 0.0295 0.1167 0.0879
C -0.8130 0.3744 -0.5070 0.1848 0.1053 -0.1113
O -1.9612 -0.4624 -0.3994 -0.1899 -0.1403 -0.1496
C -1.6566 0.3926 0.6968 0.0554 0.1237 0.2188
C -1.2517 -0.2464 1.9995 0.0593 -0.0791 -0.0265
H 1.8847 -0.9871 -2.1998 -0.1235 0.0809 0.0680
H 0.2173 -0.7235 -2.7397 0.0708 -0.0047 0.0970
H 1.2754 0.6570 -2.4079 -0.0812 -0.1162 0.0769
H 0.3593 -1.3613 -0.2929 0.0306 0.1149 -0.0308
H 2.4340 0.7299 -0.2627 -0.0973 -0.0747 0.0073
H 1.9975 -0.3740 1.0417 -0.0692 0.0440 -0.1218
H 1.1419 1.1505 0.8532 0.0991 0.0411 0.0708
H -0.9442 1.2086 -1.2036 0.0241 -0.1223 0.0687
H -2.3699 1.2167 0.7976 0.1967 -0.1059 -0.0368
H -0.4939 -1.0151 1.8324 -0.0952 0.0539 0.0698
H -2.1117 -0.7096 2.4948 0.0910 0.0736 -0.1110
H -0.8371 0.5074 2.6793 -0.0641 -0.1000 -0.1246
```
Positions in Å, forces in eV/Å.

The calculated total energy is -8463.07378 eV. As for the total charge: 0. The calculation puts the HOMO energy at -10.001 eV. As for the SMILES: CC(C)[C@H]1O[C@H]1C. The relative energy (zero: lowest compared OMol25 entry of this formula, charge and spin) is 29.52 kcal/mol.